Entry 1:
# C26H74N6O8

A 8-piece molecular cluster, C26H74N6O8 overall (ωB97M-V with the def2-TZVPD basis set, the Open Molecules 2025 dataset).

Each line ends with the Mulliken charge.
Atoms and positions in Å:
1 C -0.771 -1.410 4.211  -0.739
2 O -0.054 -2.223 3.300  -0.173
3 C 0.448 -3.404 3.881  -1.059
4 C 1.553 -4.012 3.034  1.025
5 C 1.017 -4.428 1.657  -1.184
6 N 2.114 -5.198 3.677  -0.706
7 H -1.563 -2.001 4.684  0.359
8 H -1.183 -0.573 3.654  -0.300
9 H -0.123 -1.025 5.006  0.468
10 H 0.796 -3.234 4.911  0.323
11 H -0.370 -4.139 3.995  0.372
12 H 2.327 -3.262 2.858  -0.186
13 H 0.744 -3.561 1.058  -0.073
14 H 0.136 -5.057 1.811  0.409
15 H 1.778 -4.995 1.124  0.395
16 H 1.361 -5.838 3.915  0.287
17 H 2.571 -4.968 4.553  0.286
18 C 2.370 -2.062 -0.907  -0.511
19 O 2.866 -2.511 -2.140  -0.521
20 C 2.414 -1.687 -3.186  0.785
21 C 3.125 -2.016 -4.479  0.511
22 C 4.625 -1.764 -4.409  -1.396
23 N 2.534 -1.179 -5.556  -0.714
24 H 2.746 -1.088 -0.575  0.149
25 H 2.665 -2.795 -0.155  0.277
26 H 1.274 -2.019 -0.895  0.126
27 H 1.330 -1.821 -3.332  -0.713
28 H 2.599 -0.625 -2.965  -0.075
29 H 2.912 -3.063 -4.731  0.432
30 H 5.207 -2.685 -4.403  0.297
31 H 4.880 -1.143 -3.550  0.307
32 H 4.988 -1.220 -5.286  0.406
33 H 1.530 -1.301 -5.626  0.164
34 H 2.936 -1.514 -6.423  0.261
35 C 1.669 1.442 -1.600  0.908
36 O 2.449 2.603 -1.429  -0.580
37 C 2.752 2.855 -0.067  -0.184
38 C 3.582 4.119 0.036  0.402
39 C 2.887 5.302 -0.633  -1.305
40 N 4.919 3.877 -0.492  -0.738
41 H 0.601 1.649 -1.490  -0.514
42 H 1.938 0.662 -0.877  -0.504
43 H 1.870 1.041 -2.596  0.177
44 H 1.867 2.946 0.572  -0.020
45 H 3.339 2.015 0.321  0.304
46 H 3.670 4.328 1.107  0.256
47 H 2.712 5.083 -1.688  0.307
48 H 3.478 6.218 -0.583  0.372
49 H 1.917 5.530 -0.179  0.299
50 H 4.881 3.419 -1.398  0.279
51 H 5.403 4.746 -0.691  0.266
52 C -3.728 0.833 4.041  -0.617
53 O -4.058 -0.412 3.468  -0.437
54 C -3.986 -0.387 2.056  0.071
55 C -4.301 -1.792 1.546  0.116
56 C -3.179 -2.758 1.878  -1.241
57 N -4.452 -1.690 0.090  -0.609
58 H -4.077 0.806 5.072  0.274
59 H -4.245 1.661 3.541  0.318
60 H -2.652 1.033 4.007  0.171
61 H -4.708 0.322 1.636  0.476
62 H -2.960 -0.138 1.755  -0.235
63 H -5.228 -2.123 2.032  0.432
64 H -2.212 -2.349 1.571  0.019
65 H -3.253 -3.716 1.356  0.527
66 H -3.200 -2.961 2.948  0.259
67 H -4.742 -2.552 -0.358  0.254
68 H -5.178 -1.025 -0.162  0.195
69 C -0.680 0.836 -4.691  -0.260
70 O -1.764 -0.044 -4.428  -0.441
71 C -2.244 0.034 -3.104  -0.362
72 C -1.331 -0.548 -2.028  3.097
73 C -1.281 -2.065 -2.134  -1.891
74 N -1.856 -0.230 -0.687  0.574
75 H 0.123 0.691 -3.967  -0.057
76 H -1.019 1.877 -4.689  0.227
77 H -0.317 0.602 -5.690  0.284
78 H -2.510 1.073 -2.849  0.022
79 H -3.196 -0.507 -3.097  0.284
80 H -0.322 -0.141 -2.122  -1.735
81 H -0.759 -2.435 -3.020  0.351
82 H -2.295 -2.468 -2.157  0.362
83 H -0.743 -2.506 -1.290  0.244
84 H -2.772 -0.682 -0.588  -0.166
85 H -2.093 0.757 -0.582  -0.553
86 C -1.302 2.663 1.483  -0.623
87 O -2.439 2.601 0.639  -0.145
88 C -2.257 3.323 -0.564  -0.271
89 C -3.589 3.584 -1.220  0.485
90 C -3.424 4.111 -2.637  -1.261
91 N -4.319 4.575 -0.402  -0.784
92 H -0.875 3.674 1.492  0.525
93 H -0.520 1.961 1.183  0.024
94 H -1.615 2.457 2.506  0.050
95 H -1.737 4.274 -0.388  0.710
96 H -1.597 2.776 -1.255  -0.497
97 H -4.143 2.634 -1.255  0.164
98 H -4.389 4.124 -3.145  0.373
99 H -2.813 3.410 -3.214  0.149
100 H -2.965 5.097 -2.653  0.394
101 H -4.353 4.209 0.545  0.255
102 H -5.275 4.643 -0.730  0.282
103 C 3.199 -0.617 4.242  -1.051
104 C 3.274 -0.180 2.789  0.247
105 O 2.250 0.752 2.485  -0.481
106 H 3.278 0.232 4.920  0.397
107 H 3.995 -1.333 4.468  0.362
108 H 2.248 -1.117 4.446  0.035
109 H 3.216 -1.052 2.132  -0.116
110 H 4.232 0.325 2.630  0.384
111 H 1.604 0.347 1.888  -0.113
112 O 0.191 -0.533 1.126  2.374
113 H 0.137 -1.342 1.659  -0.429
114 H -0.514 -0.609 0.446  -0.404

HOMO level, eV: -8.92
Charge: 0
SMILES: COC[C@H](C)N.COC[C@H](C)N.COC[C@H](C)N.COC[C@H](C)N.COC[C@H](C)N.COC[C@H](C)N.CCO.O
Energy above the lowest of the compared OMol25 structures with the same formula, charge and spin, kcal/mol: 0.0
Orbital gap, eV: 9.5
Spin multiplicity: 1

=====

Entry 2:
# C26H74N8O13

A 9-piece molecular cluster, C26H74N8O13 overall (ωB97M-V with the def2-TZVPD basis set, the Open Molecules 2025 dataset).

Each line ends with the Löwdin spin population.
Atoms and positions in Å:
1 C -0.174 -0.340 -1.592  0.004
2 O -1.433 -0.782 -1.140  0.004
3 C -1.494 -2.173 -0.764  0.001
4 C -2.519 -2.981 -1.519  0.002
5 N -3.812 -2.409 -1.270  0.001
6 C -4.770 -2.913 -2.281  0.001
7 C -6.209 -2.476 -2.098  0.002
8 O -6.066 -1.048 -2.207  0.004
9 C -7.205 -0.361 -1.763  0.011
10 H 0.619 -0.604 -0.892  0.001
11 H -0.102 0.724 -1.818  0.001
12 H 0.037 -0.885 -2.512  0.000
13 H -1.853 -2.168 0.265  0.001
14 H -0.536 -2.667 -0.925  0.000
15 H -2.544 -4.033 -1.235  0.001
16 H -2.314 -3.039 -2.588  0.000
17 H -3.788 -1.400 -1.296  0.001
18 H -4.820 -4.001 -2.235  0.000
19 H -4.432 -2.744 -3.303  0.000
20 H -6.478 -2.929 -1.144  0.000
21 H -6.759 -2.939 -2.917  0.000
22 H -7.232 0.683 -2.076  0.003
23 H -7.195 -0.172 -0.689  0.003
24 H -8.167 -0.666 -2.175  0.001
25 C 0.045 -9.538 2.052  0.003
26 O 0.374 -8.300 1.552  0.001
27 C 1.222 -7.441 2.389  0.004
28 C 1.582 -6.068 1.697  0.004
29 N 0.427 -5.211 1.429  0.000
30 C -0.477 -4.886 2.546  0.002
31 C -0.133 -3.410 2.978  0.003
32 O -0.714 -3.067 4.205  0.002
33 C -0.427 -1.690 4.513  0.018
34 H -0.281 -10.192 1.244  0.000
35 H -0.681 -9.514 2.864  0.000
36 H 0.903 -10.141 2.349  0.000
37 H 2.117 -8.047 2.532  0.001
38 H 0.780 -7.385 3.383  0.001
39 H 2.162 -6.277 0.798  0.001
40 H 2.312 -5.503 2.277  0.002
41 H -0.030 -5.701 0.673  0.000
42 H -0.442 -5.661 3.313  0.000
43 H -1.466 -4.815 2.093  0.001
44 H -0.572 -2.733 2.245  0.000
45 H 0.948 -3.270 2.970  0.001
46 H -0.582 -1.410 5.555  0.003
47 H -0.997 -1.030 3.859  0.003
48 H 0.552 -1.361 4.163  0.002
49 C 5.987 1.415 -0.516  0.033
50 O 5.515 1.141 -1.778  0.006
51 C 4.209 0.537 -1.739  0.003
52 C 3.115 1.172 -2.615  0.002
53 N 2.871 2.613 -2.375  0.002
54 C 1.789 3.133 -3.255  0.006
55 C 1.776 4.658 -3.201  0.013
56 O 3.060 5.111 -3.637  0.008
57 C 3.060 6.495 -3.676  0.035
58 H 6.481 0.562 -0.050  0.007
59 H 5.375 1.941 0.217  0.007
60 H 6.771 2.131 -0.764  0.013
61 H 3.842 0.208 -0.767  0.002
62 H 4.328 -0.404 -2.277  0.001
63 H 2.116 0.742 -2.545  0.000
64 H 3.544 1.141 -3.617  0.000
65 H 3.589 3.218 -2.749  0.001
66 H 0.901 2.658 -2.838  0.001
67 H 1.898 2.817 -4.292  0.001
68 H 1.636 4.892 -2.146  0.004
69 H 0.975 5.046 -3.829  0.004
70 H 4.087 6.862 -3.669  0.004
71 H 2.488 6.862 -2.825  0.011
72 H 2.613 6.876 -4.594  0.003
73 C -0.789 2.356 1.467  0.023
74 O -0.167 3.522 0.970  0.034
75 C -0.856 4.274 0.007  0.017
76 C -2.056 5.052 0.566  0.022
77 N -3.008 5.392 -0.513  0.003
78 C -4.044 6.343 -0.034  0.016
79 C -4.953 5.833 1.068  0.009
80 O -5.724 4.667 0.682  0.007
81 C -6.873 5.125 -0.065  0.017
82 H -0.991 1.628 0.681  0.002
83 H -1.772 2.676 1.814  0.005
84 H -0.295 1.993 2.368  0.008
85 H -1.173 3.674 -0.846  0.003
86 H -0.219 5.073 -0.372  0.010
87 H -1.780 5.940 1.134  0.010
88 H -2.630 4.419 1.243  0.001
89 H -3.416 4.511 -0.792  0.004
90 H -4.667 6.695 -0.856  0.002
91 H -3.636 7.277 0.352  0.005
92 H -5.581 6.637 1.452  0.002
93 H -4.319 5.374 1.827  0.003
94 H -6.766 5.959 -0.759  0.003
95 H -7.748 5.318 0.556  0.002
96 H -7.143 4.252 -0.659  0.004
97 C 2.007 -3.549 -1.523  0.002
98 O 2.416 -2.890 -2.443  0.001
99 N 1.210 -4.564 -1.575  0.001
100 N 2.224 -3.318 -0.226  0.001
101 H 0.901 -4.911 -2.472  0.001
102 H 0.809 -4.934 -0.725  0.000
103 H 2.858 -2.557 -0.030  0.001
104 H 1.665 -3.722 0.512  0.000
105 C 4.957 1.667 3.011  0.113
106 O 4.731 0.477 2.845  0.024
107 N 4.308 2.606 2.478  0.042
108 N 5.994 2.068 3.658  0.063
109 H 3.633 2.433 1.747  0.003
110 H 4.669 3.515 2.731  0.099
111 H 6.159 3.061 3.734  0.088
112 H 6.659 1.453 4.106  0.021
113 O 2.238 2.389 0.464  0.030
114 H 1.387 2.813 0.585  0.002
115 H 2.436 2.509 -0.465  0.001
116 O 1.734 -0.454 1.813  0.008
117 H 2.575 -0.905 1.886  0.002
118 H 1.940 0.369 1.370  0.002
119 O 4.212 -1.583 0.966  0.016
120 H 5.066 -1.852 0.627  0.005
121 H 4.416 -0.964 1.666  0.002

HOMO level (spin up / spin down), eV: 0.87 / -6.92
Charge: -1
<S²>: 0.750
Orbital gap (spin up / spin down), eV: 1.2 / 9.0
Spin multiplicity: 2

=====

These records have max |F| values of 0.90, 5.98 eV/Å, in the order they appear.